(1)
{
  "formula": "C27H42BO10P2",
  "method": "ωB97M-V with the def2-TZVPD basis set",
  "elements": ["C", "C", "P", "C", "C", "B", "O", "C", "C", "C", "C", "C", "C", "C", "C", "P", "C", "C", "C", "O", "H", "H", "H", "H", "H", "H", "H", "H", "H", "H", "H", "H", "H", "H", "H", "H", "H", "H", "H", "H", "H", "H", "H", "H", "H", "H", "H", "H", "H", "H", "H", "H", "H", "H", "C", "C", "C", "O", "C", "C", "C", "O", "O", "O", "H", "H", "H", "H", "C", "C", "C", "O", "C", "C", "C", "O", "O", "O", "H", "H", "H", "H"],
  "xyz": [[2.581, -2.484, 1.959], [2.382, -1.371, 3.004], [1.461, 0.140, 2.457], [2.645, 1.174, 1.464], [3.636, 0.435, 0.568], [-0.112, -0.339, 1.358], [-1.318, 0.296, 1.984], [-2.341, -0.665, 2.079], [-3.234, -0.418, 3.321], [-3.185, -0.604, 0.795], [-3.346, 0.792, 0.177], [-3.687, 1.910, 1.158], [-4.487, 0.704, -0.891], [-1.493, -1.971, 2.227], [-0.956, -2.088, 3.656], [-2.219, -3.666, 1.884], [-3.658, -3.915, 3.025], [-3.097, -3.664, 0.252], [-3.392, -5.102, -0.195], [-0.448, -1.794, 1.324], [3.461, -3.091, 2.167], [2.694, -2.066, 0.966], [1.714, -3.130, 1.912], [1.910, -1.811, 3.873], [3.365, -1.043, 3.340], [2.041, 1.822, 0.834], [3.210, 1.794, 2.156], [4.316, 1.116, 0.052], [3.113, -0.150, -0.182], [4.248, -0.245, 1.151], [-0.031, 0.067, 0.200], [-2.761, 0.341, 3.931], [-3.403, -1.324, 3.886], [-4.208, -0.080, 2.994], [-2.656, -1.198, 0.054], [-4.157, -1.074, 0.935], [-2.453, 1.029, -0.380], [-3.990, 2.785, 0.585], [-2.799, 2.206, 1.701], [-4.481, 1.650, 1.846], [-4.100, 0.713, -1.905], [-5.106, -0.176, -0.750], [-5.152, 1.555, -0.780], [-0.198, -2.863, 3.689], [-1.725, -2.382, 4.361], [-0.571, -1.132, 3.996], [-4.031, -4.909, 2.797], [-4.475, -3.213, 2.869], [-3.321, -3.934, 4.053], [-2.508, -3.122, -0.477], [-4.026, -3.111, 0.364], [-2.573, -5.748, 0.100], [-3.532, -5.108, -1.269], [-4.310, -5.419, 0.283], [0.526, 6.087, -1.120], [0.691, 5.839, -2.423], [0.432, 4.485, -3.017], [0.601, 4.360, -4.221], [0.010, 3.416, -2.138], [-0.156, 3.654, -0.824], [0.083, 5.017, -0.231], [-0.103, 5.174, 0.958], [-0.529, 2.717, 0.019], [1.096, 6.763, -3.296], [0.709, 7.060, -0.686], [-0.154, 2.440, -2.572], [-0.564, 3.127, 0.908], [1.124, 6.307, -4.161], [5.776, 0.801, -4.554], [4.620, 1.220, -4.022], [3.555, 0.259, -3.579], [2.544, 0.720, -3.092], [3.793, -1.168, -3.758], [4.947, -1.584, -4.292], [6.020, -0.623, -4.715], [7.049, -1.084, -5.179], [5.237, -2.869, -4.487], [4.325, 2.501, -3.845], [6.550, 1.484, -4.875], [3.016, -1.851, -3.445], [6.133, -2.885, -4.878], [3.434, 2.518, -3.439]],
  "mulliken_charge": [-1.01, -0.94, -0.44, 0.29, -1.26, 1.21, -0.85, 2.30, -2.19, -2.38, 2.13, -1.74, -1.49, 1.94, -2.31, -0.48, -1.42, -0.16, -1.44, -1.20, 0.38, 0.11, 0.23, 0.53, 0.62, -0.34, 0.50, 0.40, 0.20, 0.30, -0.36, 0.23, 0.50, 0.50, 0.27, 0.43, -0.34, 0.54, 0.16, 0.34, 0.34, 0.32, 0.37, 0.49, 0.58, 0.30, 0.44, 0.31, 0.40, 0.49, 0.20, 0.40, 0.42, 0.31, -1.09, 0.28, 0.94, -0.69, -0.48, -0.40, 1.08, -0.62, -0.07, -0.60, 0.44, 0.50, 0.21, 0.37, -0.92, 0.25, 0.99, -0.47, -1.03, 0.39, 1.05, -0.65, -0.59, -0.58, 0.42, 0.49, 0.36, 0.30],
  "spin_multiplicity": 1,
  "e_homo_ev": -3.371,
  "max_force_ev_per_a": 1.566,
  "homo_lumo_gap_ev": 3.68,
  "e_above_lowest_kcal_mol": 10.3,
  "e_lumo_ev": 0.308,
  "total_charge": -1
}

(2)
{
  "formula": "C27H42BO26S",
  "method": "ωB97M-V with the def2-TZVPD basis set",
  "elements": ["O", "S", "O", "O", "C", "C", "C", "C", "C", "C", "O", "B", "O", "H", "H", "H", "H", "H", "H", "H", "H", "H", "H", "H", "H", "H", "H", "C", "C", "O", "C", "O", "O", "H", "H", "H", "H", "C", "C", "O", "C", "O", "O", "H", "H", "H", "H", "C", "C", "O", "C", "O", "O", "H", "H", "H", "H", "C", "C", "O", "C", "O", "O", "H", "H", "H", "H", "C", "C", "O", "C", "O", "O", "H", "H", "H", "H", "C", "C", "O", "C", "O", "O", "H", "H", "H", "H", "C", "C", "O", "C", "O", "O", "H", "H", "H", "H"],
  "xyz": [[2.309, 1.335, -1.143], [3.413, 1.746, -1.942], [3.079, 2.266, -3.237], [4.368, 0.477, -2.093], [4.416, 2.839, -1.006], [4.647, 2.193, 0.390], [6.136, 1.988, 0.713], [6.444, 0.631, 1.391], [5.320, -0.050, 2.159], [4.518, 0.684, 3.227], [3.522, -0.274, 3.526], [3.079, -0.671, 2.165], [4.380, -0.718, 1.356], [4.525, 0.378, -3.043], [5.338, 3.050, -1.545], [3.831, 3.758, -0.947], [4.119, 1.242, 0.415], [4.216, 2.875, 1.118], [6.534, 2.826, 1.288], [6.692, 1.995, -0.231], [6.767, -0.074, 0.622], [7.301, 0.757, 2.060], [5.834, -0.832, 2.757], [3.973, 1.558, 2.839], [5.115, 0.977, 4.095], [2.458, -1.727, 2.111], [2.338, 0.212, 1.655], [-0.562, 2.144, 0.142], [-1.563, 3.124, -0.436], [-2.130, 3.710, 0.747], [-1.230, 3.570, 1.752], [-1.349, 4.112, 2.811], [-0.227, 2.768, 1.395], [0.322, 2.008, -0.472], [-1.005, 1.168, 0.344], [-1.088, 3.913, -1.022], [-2.340, 2.652, -1.032], [2.875, -2.763, -2.532], [2.431, -2.160, -1.220], [1.962, -3.338, -0.511], [2.571, -4.414, -1.039], [2.488, -5.532, -0.613], [3.249, -4.100, -2.152], [3.722, -2.243, -2.974], [2.076, -2.830, -3.254], [3.247, -1.704, -0.656], [1.629, -1.438, -1.334], [-5.724, 3.730, 2.458], [-4.968, 5.038, 2.567], [-5.932, 5.983, 2.082], [-7.167, 5.457, 2.247], [-8.184, 6.053, 2.099], [-7.085, 4.152, 2.604], [-5.466, 3.014, 3.234], [-5.603, 3.261, 1.480], [-4.718, 5.290, 3.599], [-4.066, 5.065, 1.964], [-0.382, 7.879, 4.403], [-0.460, 7.415, 2.963], [0.691, 8.046, 2.384], [1.582, 8.299, 3.370], [2.697, 8.670, 3.197], [1.022, 8.079, 4.584], [-0.756, 7.147, 5.114], [-0.891, 8.832, 4.564], [-0.361, 6.334, 2.872], [-1.362, 7.738, 2.450], [-2.703, -3.263, -4.140], [-2.020, -3.517, -5.470], [-0.908, -2.605, -5.429], [-0.640, -2.326, -4.135], [0.329, -1.751, -3.748], [-1.605, -2.811, -3.330], [-3.164, -4.148, -3.719], [-3.445, -2.465, -4.194], [-1.630, -4.533, -5.548], [-2.647, -3.307, -6.332], [-5.650, -5.797, -0.182], [-4.752, -4.575, -0.138], [-4.234, -4.536, -1.475], [-5.092, -5.194, -2.284], [-5.016, -5.207, -3.477], [-6.032, -5.837, -1.567], [-6.532, -5.711, 0.446], [-5.119, -6.717, 0.057], [-5.305, -3.653, 0.046], [-3.938, -4.656, 0.576], [-0.590, -6.832, -1.963], [-0.888, -6.611, -0.496], [-2.238, -7.101, -0.397], [-2.447, -7.979, -1.408], [-3.406, -8.675, -1.507], [-1.429, -7.948, -2.285], [0.453, -7.065, -2.156], [-0.890, -5.981, -2.578], [-0.243, -7.201, 0.154], [-0.833, -5.567, -0.203]],
  "mulliken_charge": [-0.64, 1.15, -0.74, -0.43, -0.69, 0.55, -0.78, -1.05, -0.14, -0.28, -0.70, 1.31, -0.70, 0.33, 0.32, 0.33, -0.47, 0.41, 0.31, 0.40, 0.29, 0.41, 0.38, 0.01, 0.36, -0.40, -0.50, 0.35, -0.38, -0.31, 0.69, -0.56, -0.29, -0.18, 0.19, 0.27, 0.31, 0.22, 0.35, -0.32, 0.62, -0.63, -0.39, 0.24, -0.11, -0.19, 0.20, -0.29, 0.06, -0.33, 0.62, -0.53, -0.35, 0.31, 0.27, 0.19, 0.07, -0.34, -0.05, -0.35, 0.65, -0.53, -0.35, 0.30, 0.25, 0.08, 0.31, 0.28, -0.43, -0.34, 0.62, -0.63, -0.19, -0.29, 0.35, 0.28, 0.31, -0.30, -0.34, -0.29, 0.74, -0.55, -0.40, 0.32, 0.21, 0.32, 0.27, 0.09, -0.18, -0.36, 0.62, -0.55, -0.38, 0.30, -0.06, 0.25, 0.28],
  "spin_multiplicity": 1,
  "e_homo_ev": -4.260,
  "max_force_ev_per_a": 1.442,
  "homo_lumo_gap_ev": 5.93,
  "e_lumo_ev": 1.668,
  "total_charge": -1
}

(3)
{
  "formula": "C27H42BrN4O3SW",
  "method": "ωB97M-V with the def2-TZVPD basis set",
  "elements": ["W", "N", "C", "C", "N", "C", "C", "N", "C", "C", "N", "H", "H", "H", "H", "H", "H", "H", "H", "H", "H", "H", "H", "H", "H", "H", "H", "H", "H", "C", "C", "C", "C", "C", "C", "C", "Br", "C", "O", "C", "C", "C", "C", "C", "C", "H", "H", "H", "H", "H", "H", "H", "H", "H", "H", "H", "H", "H", "H", "H", "H", "H", "H", "H", "H", "O", "C", "O", "C", "C", "C", "C", "C", "C", "S", "H", "H", "H", "H"],
  "xyz": [[-0.096, 0.716, -0.073], [1.978, -0.579, -0.409], [2.689, -0.177, -1.624], [1.801, -0.418, -2.833], [0.383, -0.034, -2.599], [0.013, 1.065, -3.507], [0.553, 2.379, -2.995], [-0.135, 2.664, -1.731], [-0.505, -1.177, -2.882], [-0.416, -2.254, -1.824], [-0.822, -1.680, -0.539], [2.540, -0.350, 0.406], [1.892, -1.589, -0.369], [3.625, -0.726, -1.750], [2.936, 0.879, -1.529], [1.847, -1.473, -3.112], [2.205, 0.147, -3.674], [-1.075, 1.135, -3.541], [0.365, 0.866, -4.524], [0.375, 3.156, -3.742], [1.626, 2.331, -2.803], [-1.097, 2.928, -1.930], [0.298, 3.464, -1.283], [-0.285, -1.602, -3.867], [-1.531, -0.804, -2.896], [0.600, -2.644, -1.738], [-1.057, -3.086, -2.125], [-0.687, -2.355, 0.208], [-1.814, -1.467, -0.551], [-2.512, 6.553, 1.108], [-2.571, 5.429, 2.155], [-1.402, 5.621, 3.127], [-3.881, 5.535, 2.951], [-2.510, 4.091, 1.426], [-1.519, 3.155, 1.684], [-1.418, 2.033, 0.869], [1.800, 2.346, 0.535], [-2.313, 1.840, -0.197], [-1.888, 0.807, -0.989], [-3.409, 2.686, -0.405], [-3.459, 3.794, 0.432], [-4.512, 2.337, -1.407], [-5.071, 0.956, -1.024], [-5.648, 3.357, -1.377], [-3.938, 2.279, -2.832], [-2.515, 7.522, 1.608], [-3.363, 6.520, 0.427], [-1.595, 6.479, 0.518], [-1.453, 6.626, 3.546], [-0.439, 5.514, 2.626], [-1.454, 4.910, 3.954], [-3.921, 6.494, 3.470], [-3.936, 4.738, 3.695], [-4.756, 5.461, 2.303], [-0.826, 3.289, 2.502], [-4.288, 4.480, 0.314], [-5.456, 0.969, -0.003], [-4.286, 0.200, -1.072], [-5.878, 0.667, -1.699], [-6.094, 3.419, -0.383], [-6.430, 3.057, -2.075], [-5.299, 4.349, -1.670], [-3.145, 1.535, -2.890], [-3.535, 3.252, -3.129], [-4.719, 2.004, -3.543], [1.776, -1.647, 2.209], [0.630, -1.258, 2.223], [0.287, -0.152, 1.559], [-0.447, -1.966, 2.952], [-0.052, -3.024, 3.775], [-0.982, -3.806, 4.427], [-2.338, -3.541, 4.263], [-2.752, -2.486, 3.477], [-1.822, -1.679, 2.805], [-2.490, -0.418, 1.809], [1.008, -3.212, 3.880], [-0.661, -4.615, 5.069], [-3.079, -4.153, 4.762], [-3.804, -2.264, 3.356]],
  "lowdin_spin": [0.86, 0.00, 0.00, 0.00, 0.00, 0.00, 0.00, 0.00, 0.00, 0.00, 0.02, 0.00, 0.00, 0.00, 0.00, 0.00, 0.00, 0.00, 0.00, 0.00, 0.00, 0.00, 0.00, 0.00, 0.00, 0.00, 0.00, 0.00, 0.00, 0.00, 0.00, 0.00, 0.00, 0.00, 0.03, 0.02, 0.02, 0.05, 0.01, 0.00, 0.05, 0.00, 0.00, 0.00, 0.00, 0.00, 0.00, 0.00, 0.00, 0.00, 0.00, 0.00, 0.00, 0.00, 0.00, 0.00, 0.00, 0.00, 0.00, 0.00, 0.00, 0.00, 0.00, 0.00, 0.00, 0.00, 0.01, 0.06, 0.03, 0.00, 0.04, 0.00, 0.05, 0.07, 0.68, 0.00, 0.00, 0.00, 0.01],
  "spin_multiplicity": 3,
  "e_homo_ev": [-10.651, -10.785],
  "max_force_ev_per_a": 2.164,
  "homo_lumo_gap_ev": [6.86, 6.02],
  "e_above_lowest_kcal_mol": 47.6,
  "e_lumo_ev": [-3.793, -4.768],
  "total_charge": 1
}

How do the records compare in E? In the order shown, they have -2514.054429, -3433.480814, -4537.926787 Ha.